Entry from the Open Molecules 2025 dataset: a molecular structure, C21H54N3O7PS2 in a non-equilibrium geometry (ωB97M-V/def2-TZVPD).

The geometry in XYZ format:
```
88
Properties=species:S:1:pos:R:3:forces:R:3:lowdin_charge:R:1
N 1.120263 4.937466 1.560528 0.1 0.3 -0.3 0.14
C 0.091761 4.616135 0.892022 0.0 -0.1 0.2 -0.56
N -1.229035 5.058409 1.119356 0.2 -0.2 0.5 0.11
N 0.201201 3.741258 -0.213164 -0.1 -0.2 0.1 0.01
C 0.136868 2.330229 0.211585 -0.1 0.3 -0.4 -0.20
C 0.455268 1.392702 -0.941209 0.1 -0.1 0.1 -0.18
C 0.030349 -0.058030 -0.676757 0.1 0.6 -0.2 -0.16
C 0.332985 -0.566906 0.711670 0.0 -0.7 -0.5 -0.23
O -0.784951 -0.240793 1.586651 0.5 0.0 0.5 -0.34
S -0.639674 -0.344351 3.187618 -0.3 0.1 -0.4 0.87
O -1.767193 -1.123892 3.596148 -0.3 -0.1 0.3 -0.38
O 0.640025 -1.453365 3.250369 0.2 -0.1 0.2 -0.61
P 2.002054 -0.949259 3.964245 0.9 1.0 -0.3 0.26
S 2.743739 0.719738 3.339611 -0.2 -0.1 0.0 0.18
H 0.894195 5.575146 2.318468 0.0 0.1 0.1 0.04
H -1.835994 4.263211 1.283794 -0.2 0.0 -0.4 0.09
H -1.260104 5.625355 1.956443 0.0 0.1 0.1 0.08
H 1.098048 3.921212 -0.643844 0.2 -0.1 0.1 0.11
H -0.872307 2.135484 0.570773 -0.1 0.0 0.1 0.12
H 0.848536 2.160935 1.023247 -0.1 -0.1 0.3 0.10
H 0.001935 1.760336 -1.859704 -0.2 0.1 0.0 0.10
H 1.535845 1.409345 -1.102491 0.1 0.1 0.0 0.12
H -1.030622 -0.176149 -0.888154 -0.1 -0.1 0.1 0.13
H 0.563074 -0.690364 -1.384905 0.0 -0.2 0.0 0.10
H 1.275660 -0.186988 1.093310 0.0 0.3 0.2 0.07
H 0.410163 -1.651193 0.678269 -0.1 -0.1 0.1 0.11
H 1.767745 -0.930177 5.342941 -0.2 -0.3 0.0 -0.02
H 2.878217 -2.007367 3.733830 -0.3 -0.4 0.1 -0.01
C -1.134808 6.207444 -2.450747 -0.1 -0.1 0.0 -0.07
C -0.287357 5.145829 -3.130323 0.1 0.2 0.1 -0.29
O -0.899737 3.873089 -3.173237 0.0 -0.2 -0.1 -0.20
C -2.112699 3.793983 -3.894279 -0.1 0.0 -0.1 -0.28
C -1.975372 4.126465 -5.371901 0.1 0.1 0.0 -0.07
H -1.469275 5.853880 -1.474277 0.1 0.0 0.0 0.06
H -0.553820 7.120442 -2.316018 0.0 0.0 0.0 0.08
H -2.018427 6.461770 -3.038750 0.0 0.0 0.0 0.07
H 0.632232 4.999504 -2.562563 0.0 0.0 0.0 0.10
H 0.008219 5.467607 -4.136508 0.0 0.0 0.0 0.11
H -2.880041 4.422572 -3.428575 0.0 0.0 0.0 0.11
H -2.442671 2.760095 -3.783040 0.0 0.0 0.0 0.12
H -1.750210 5.181881 -5.532641 0.0 0.0 0.0 0.07
H -2.905892 3.903689 -5.894767 0.0 0.0 0.0 0.08
H -1.171188 3.541848 -5.821245 0.0 0.0 0.0 0.07
C 1.342442 -1.031552 -7.313458 0.1 0.1 0.1 -0.08
C 0.159146 -0.640336 -6.443670 0.0 0.0 -0.1 -0.28
O 0.421279 -0.709048 -5.055899 -0.1 -0.2 0.1 -0.17
C 1.440132 0.145010 -4.572206 0.1 0.1 0.1 -0.27
C 1.128824 1.618892 -4.742996 -0.1 0.0 -0.2 -0.07
H 1.740749 -1.998000 -7.001993 0.0 0.0 0.0 0.08
H 1.034029 -1.098844 -8.356977 0.0 0.0 0.0 0.08
H 2.150900 -0.301461 -7.254146 0.0 0.0 0.0 0.07
H -0.663143 -1.335975 -6.612314 0.0 0.0 0.0 0.12
H -0.206297 0.356496 -6.717844 0.0 0.0 0.0 0.11
H 2.409251 -0.113710 -5.014814 0.0 0.0 0.0 0.11
H 1.511619 -0.077865 -3.506367 0.0 -0.1 0.0 0.10
H 1.145001 1.931491 -5.789427 0.1 0.0 0.0 0.07
H 1.859831 2.223832 -4.205909 0.0 0.0 0.0 0.08
H 0.139967 1.839682 -4.342225 0.0 0.1 0.1 0.06
C -0.307630 -4.012987 -3.186153 -0.1 0.0 0.0 -0.07
C 0.759380 -4.468664 -2.207269 0.0 0.1 -0.1 -0.28
O 0.432620 -4.191728 -0.857605 0.2 0.1 0.2 -0.17
C -0.725074 -4.825447 -0.347390 -0.1 -0.1 0.0 -0.28
C -0.636123 -6.342082 -0.332001 0.1 0.0 -0.1 -0.08
H -0.570582 -2.972947 -2.989875 0.0 0.0 -0.1 0.07
H 0.061483 -4.090084 -4.209060 0.0 0.0 0.0 0.08
H -1.217650 -4.611123 -3.116700 0.0 0.0 0.0 0.07
H 1.679458 -3.912834 -2.390054 0.0 0.0 0.0 0.12
H 0.997147 -5.529398 -2.348244 -0.1 0.0 0.0 0.11
H -1.616875 -4.497815 -0.893513 0.0 0.0 0.0 0.11
H -0.826877 -4.455310 0.673058 0.0 0.0 0.0 0.12
H -0.639741 -6.760524 -1.339769 0.0 0.0 0.0 0.07
H -1.487860 -6.761805 0.203464 0.0 0.0 0.0 0.08
H 0.282129 -6.664534 0.160200 0.0 0.0 0.1 0.08
C -1.706982 -2.401599 8.004335 0.0 0.0 0.1 -0.08
C -0.304417 -2.799645 7.578307 -0.1 0.0 -0.1 -0.28
O 0.707557 -1.935826 8.066510 0.1 0.0 -0.1 -0.18
C 0.827513 -1.864351 9.475520 0.1 0.0 0.1 -0.28
C 1.184323 -3.188234 10.130582 -0.1 -0.1 -0.1 -0.08
H -1.890761 -1.351831 7.774186 0.0 0.0 -0.1 0.08
H -2.443696 -3.009456 7.479545 0.0 0.0 0.0 0.08
H -1.862698 -2.542617 9.075054 0.0 0.0 0.0 0.07
H -0.230945 -2.743237 6.491355 0.0 0.0 0.0 0.11
H -0.095073 -3.838302 7.857658 0.0 0.0 0.0 0.11
H -0.084450 -1.449261 9.918633 0.0 0.0 0.0 0.11
H 1.623263 -1.142150 9.656878 0.0 0.0 -0.1 0.12
H 0.367894 -3.908963 10.065332 0.0 0.0 0.0 0.07
H 1.406012 -3.035343 11.186801 0.0 0.0 0.0 0.08
H 2.057915 -3.628740 9.648678 0.0 0.0 0.0 0.08
```
Positions in Å, forces in eV/Å.

Results
2S+1: 1
Kohn-Sham gap in Ha: 0.35585
HOMO in eV: -9.042
Lowest unoccupied orbital energy in Ha: 0.02357
Total charge: 0


Entry from the Open Molecules 2025 dataset: a molecular structure, C21H55AsBaF6NO16P3 in a non-equilibrium geometry (ωB97M-V/def2-TZVPD).

The geometry in XYZ format:
```
104
Properties=species:S:1:pos:R:3:forces:R:3:lowdin_charge:R:1
Ba 6.526544 -0.557220 -17.027101 0.1 3.4 1.3 1.87
O 4.526681 1.005713 -16.064495 -0.9 -1.2 -0.4 -0.63
H 3.850363 0.769876 -16.728949 0.5 0.4 0.3 -0.19
O 7.510087 0.084211 -14.668421 0.4 -1.4 0.2 -0.63
H 7.729273 -0.865989 -14.728484 0.2 0.3 0.3 -0.23
O 7.262214 2.011004 -17.280523 1.1 -0.5 -0.7 -0.65
H 7.543455 2.286697 -18.174626 -0.3 -0.1 0.6 -0.18
As 5.516218 1.811365 -20.495582 -1.3 1.3 3.9 0.87
F 5.678175 3.162152 -19.302422 -0.5 -1.4 -1.6 -0.28
F 3.961131 1.470534 -19.720419 0.4 -0.3 -0.8 -0.28
F 5.287559 0.595964 -21.744596 0.6 0.0 0.1 -0.29
F 7.139618 2.303677 -20.911000 -0.3 -0.8 -1.1 -0.27
F 6.153532 0.476030 -19.425799 -0.4 1.4 -1.9 -0.43
F 4.618796 2.880617 -21.591958 1.0 -0.1 0.1 -0.31
C 10.558279 -0.424204 -17.679617 -2.5 -0.8 -2.1 -0.26
O 9.379948 -0.820048 -17.885695 3.7 1.4 0.8 -0.09
N 11.298720 0.335406 -18.560217 0.7 0.2 -1.5 -0.15
C 12.731945 0.595521 -18.325883 -1.0 0.8 1.4 -0.09
C 10.720020 1.025293 -19.802988 -0.1 -0.8 1.6 0.01
H 11.193412 -0.759563 -16.845146 -0.3 0.1 0.3 0.13
H 12.997747 0.291098 -17.313571 0.0 -0.6 0.0 0.07
H 12.856208 1.673554 -18.223473 0.1 0.2 -0.5 0.08
H 13.486455 0.215457 -19.014628 -0.5 -0.3 -0.4 0.07
H 9.897518 1.634492 -19.428204 -0.2 0.0 -0.3 0.09
H 11.464223 1.628005 -20.323567 0.3 0.1 0.6 0.07
H 10.380139 0.325314 -20.566289 -0.2 -0.3 0.4 0.06
C 8.909691 -1.529503 -23.479054 0.3 0.0 0.5 -0.07
C 8.223795 -1.515142 -22.098505 0.1 1.0 -1.1 -0.26
O 8.571136 -2.667114 -21.396638 -0.1 -2.7 2.6 -0.21
P 8.077828 -3.050455 -19.861519 -1.5 1.2 -1.0 0.51
O 7.114724 -2.076463 -19.316049 1.1 -1.3 -0.5 -0.33
O 7.461837 -4.548953 -19.974424 2.0 0.9 -0.4 -0.18
C 7.319639 -5.460538 -18.848360 -0.7 0.3 -1.0 -0.24
C 5.857287 -5.568107 -18.788203 -2.4 -1.2 1.5 -0.10
O 9.399380 -3.249712 -19.011237 -0.6 0.9 -0.5 -0.17
C 10.384847 -4.139679 -19.398179 1.2 -1.9 -1.4 -0.27
C 10.713911 -4.286928 -20.922530 0.0 -0.2 -0.8 -0.08
H 8.666442 -0.576939 -23.949741 -0.2 -0.2 -0.3 0.08
H 9.996584 -1.538388 -23.397212 0.2 0.1 0.4 0.06
H 8.723582 -2.392048 -24.118957 -0.7 0.1 0.0 0.07
H 8.638992 -0.646430 -21.587563 -0.5 0.2 0.2 0.11
H 7.140088 -1.449232 -22.195131 0.0 0.3 0.1 0.12
H 7.730032 -6.425742 -19.145126 0.4 0.1 0.0 0.12
H 7.679990 -5.174578 -17.860188 0.6 0.7 -0.4 0.11
H 5.561707 -6.165850 -17.925969 0.1 -0.4 0.3 0.06
H 5.330531 -4.634172 -18.592255 0.4 0.3 -0.4 0.08
H 5.367410 -6.113550 -19.594818 0.4 0.4 -0.5 0.09
H 11.297214 -3.897101 -18.853355 0.0 0.4 -0.1 0.11
H 10.109038 -5.130124 -19.036179 -0.1 -0.3 0.0 0.11
H 11.379009 -5.101088 -21.210449 1.0 0.0 1.2 0.07
H 9.952645 -4.634756 -21.620803 -1.1 0.5 0.7 0.07
H 11.093165 -3.394327 -21.420057 0.1 0.2 0.4 0.07
C 11.274391 -4.037829 -14.599288 -0.1 -0.2 -0.4 -0.05
C 10.254743 -3.968293 -15.837546 0.7 1.6 2.4 -0.20
O 9.041034 -4.704426 -15.569484 -0.9 -0.2 0.4 -0.20
P 7.748347 -3.957987 -14.846623 2.3 1.3 -0.4 0.49
O 7.004172 -3.023248 -15.705230 0.4 -1.1 0.3 -0.31
O 6.860626 -5.159869 -14.321365 1.4 1.4 0.6 -0.17
C 6.135083 -5.850934 -15.301512 -1.3 -1.6 1.5 -0.26
C 5.013849 -6.549338 -14.472283 -1.0 -0.7 -0.8 -0.06
O 8.497254 -3.315754 -13.578483 -0.2 -2.5 -2.6 -0.18
C 7.767496 -2.703389 -12.568966 -1.5 2.3 -0.6 -0.32
C 8.762481 -2.145535 -11.660739 1.3 -0.4 2.8 -0.08
H 12.250492 -3.563208 -14.699583 -0.2 0.7 -1.0 0.06
H 10.873985 -3.550982 -13.710035 -0.4 -0.2 -0.2 0.05
H 11.664596 -5.012741 -14.307106 -0.8 -0.6 -0.2 0.06
H 9.936174 -2.926565 -15.875184 0.3 0.2 -0.3 0.10
H 10.730367 -4.174503 -16.796375 -0.4 -0.7 0.2 0.09
H 5.747561 -5.227137 -16.106994 0.0 0.3 0.4 0.08
H 6.857114 -6.563925 -15.699506 -0.4 -0.4 -0.4 0.12
H 4.404143 -5.994025 -13.759547 0.6 1.1 -0.2 0.08
H 4.230219 -6.925727 -15.129819 0.1 -0.2 -0.5 0.06
H 5.258801 -7.414434 -13.856078 0.9 -0.1 -0.3 0.07
H 7.268332 -1.820424 -12.968094 -0.6 0.0 -0.5 0.11
H 7.024261 -3.388500 -12.161124 0.2 -0.1 0.4 0.13
H 9.696983 -1.746025 -12.054678 -0.5 0.1 -0.8 0.09
H 8.365181 -1.376584 -10.998184 -0.2 0.0 -0.1 0.09
H 9.092506 -2.971623 -11.030839 0.3 -0.1 0.5 0.07
C 1.764029 -5.384201 -17.541120 0.8 1.0 0.3 -0.07
C 2.351604 -4.273962 -16.640449 -1.3 0.3 0.5 -0.24
O 1.887287 -2.944111 -17.044939 2.3 0.5 -1.7 -0.21
P 2.837171 -2.074406 -18.108484 -1.0 1.1 0.4 0.62
O 4.232625 -1.716238 -17.747699 -2.2 -1.5 -0.5 -0.37
O 2.697391 -3.049855 -19.407954 -1.4 1.4 3.0 -0.18
C 3.056354 -2.545952 -20.650063 -2.0 0.8 -1.8 -0.34
C 4.261066 -3.213928 -20.994402 3.5 -0.2 -1.3 -0.09
O 1.872793 -0.738934 -18.367391 3.5 -5.6 -2.9 -0.17
C 1.458349 -0.018748 -17.326818 -1.9 3.4 2.4 -0.37
C 0.074897 -0.478764 -16.933976 -0.7 -0.3 0.3 -0.08
H 1.995294 -6.373538 -17.146359 -0.4 0.0 0.4 0.06
H 0.702766 -5.147056 -17.615884 0.0 -0.5 -0.2 0.08
H 2.255427 -5.383568 -18.514060 -0.3 0.3 -0.1 0.06
H 1.868478 -4.249288 -15.663682 0.2 -0.9 0.2 0.11
H 3.420510 -4.381271 -16.456018 0.2 0.5 -0.4 0.10
H 2.329775 -2.851098 -21.403109 -0.8 -0.2 0.3 0.12
H 3.043962 -1.462655 -20.770160 0.4 0.2 0.7 0.14
H 4.400298 -3.196838 -22.075340 0.1 -0.2 -0.2 0.09
H 5.106873 -2.657550 -20.590483 0.3 -0.3 0.3 0.07
H 4.260047 -4.235698 -20.614827 0.0 0.0 -0.2 0.07
H 2.081790 0.050077 -16.435364 0.7 -0.3 -0.2 0.11
H 1.423411 0.987234 -17.744996 -0.1 0.3 0.4 0.13
H 0.146901 -1.151252 -16.079183 -0.3 -0.1 0.0 0.06
H -0.630916 0.321757 -16.712398 0.2 0.2 0.2 0.07
H -0.335729 -1.034809 -17.776767 -0.2 -0.1 0.0 0.07
```
Positions in Å, forces in eV/Å.

Results
2S+1: 1
Kohn-Sham gap in Ha: 0.09932
HOMO in eV: 0.784
Lowest unoccupied orbital energy in Ha: 0.12814
Total charge: -2


Entry from the Open Molecules 2025 dataset: 6 unconnected molecules or ions with the total composition C21H55O11P (ωB97M-V/def2-TZVPD).

The geometry in XYZ format:
```
88
Properties=species:S:1:pos:R:3:forces:R:3:lowdin_charge:R:1
C 3.044257 -3.309629 1.541995 0.0 0.0 0.0 -0.11
O 3.678634 -2.053855 1.401972 0.0 0.1 0.1 -0.19
C 3.218490 -1.298947 0.293942 0.0 -0.1 0.0 -0.21
C 2.147190 -0.295043 0.661235 -0.1 0.1 0.0 -0.19
O 0.958714 -0.886354 1.153848 0.0 -0.2 0.0 -0.20
C 0.882694 -0.945082 2.567532 0.0 0.1 0.1 -0.09
H 3.248028 -3.667700 2.550203 0.0 0.0 0.0 0.09
H 1.963234 -3.234742 1.401328 0.0 0.0 0.0 0.08
H 3.445190 -4.033580 0.823324 0.0 0.0 0.0 0.09
H 2.848501 -1.965726 -0.494725 0.0 0.0 0.0 0.13
H 4.060336 -0.735924 -0.108480 0.0 -0.1 0.0 0.09
H 1.884144 0.260095 -0.244020 0.0 0.0 0.0 0.12
H 2.547218 0.419799 1.390436 0.0 0.0 0.0 0.12
H 0.596797 0.029434 2.978493 0.0 0.0 0.0 0.08
H 1.829321 -1.250988 3.019178 0.0 0.0 -0.1 0.09
H 0.109508 -1.664632 2.825975 0.0 0.0 0.0 0.08
C -5.515583 -1.633067 1.942679 0.0 0.0 0.0 -0.10
O -4.983102 -0.448033 1.380308 0.0 0.0 -0.1 -0.21
C -4.214476 0.331021 2.277517 0.0 0.0 0.0 -0.20
C -2.728553 0.073549 2.135215 0.2 0.1 0.0 -0.20
O -2.365892 -1.256910 2.447087 -0.2 -0.1 0.1 -0.20
C -2.251201 -2.101639 1.312922 0.0 0.0 -0.1 -0.10
H -5.787904 -2.289760 1.116902 0.0 0.0 0.0 0.09
H -4.785632 -2.139286 2.578121 0.0 0.0 0.0 0.09
H -6.413607 -1.416849 2.531287 0.0 0.0 0.0 0.09
H -4.531426 0.152775 3.311283 0.0 0.0 0.0 0.13
H -4.404529 1.382796 2.043280 0.0 0.0 0.0 0.13
H -2.196041 0.730258 2.831023 0.0 0.0 0.0 0.12
H -2.402778 0.328341 1.119793 0.0 0.0 0.0 0.13
H -1.308605 -1.917239 0.787558 0.0 0.0 0.0 0.08
H -3.084248 -1.956084 0.620925 0.0 0.0 0.0 0.07
H -2.266242 -3.130439 1.671350 0.0 0.0 0.0 0.10
C -7.453282 -2.478007 -3.767643 0.0 0.0 0.0 -0.11
O -6.672190 -3.435415 -3.077321 0.0 0.0 0.1 -0.19
C -5.385125 -3.633763 -3.630939 0.0 0.0 -0.1 -0.21
C -4.308997 -2.828770 -2.930697 0.1 0.0 0.1 -0.21
O -4.497092 -1.433177 -3.043989 -0.1 0.0 -0.1 -0.19
C -5.147162 -0.851959 -1.925088 0.1 0.0 0.0 -0.10
H -8.274736 -2.195890 -3.110937 0.0 0.0 0.0 0.09
H -6.871655 -1.587910 -4.017297 0.0 0.0 0.0 0.08
H -7.867446 -2.902639 -4.688803 0.0 0.0 0.0 0.09
H -5.387562 -3.395896 -4.701048 0.0 0.0 0.0 0.13
H -5.144709 -4.695786 -3.523195 0.0 0.0 0.0 0.12
H -3.347755 -3.069654 -3.395551 0.0 0.0 0.0 0.13
H -4.255264 -3.124211 -1.875469 0.0 0.0 0.0 0.12
H -4.459720 -0.737047 -1.082857 0.0 0.0 0.0 0.07
H -6.003022 -1.448058 -1.599640 0.0 0.0 0.0 0.08
H -5.495946 0.133966 -2.228857 0.0 0.0 0.0 0.09
C 1.250795 2.684661 4.440096 0.0 0.0 0.0 -0.11
O 2.042549 1.703913 5.082706 0.0 0.0 0.1 -0.19
C 3.300949 1.490437 4.469051 -0.1 -0.1 -0.1 -0.21
C 4.419916 2.273434 5.123448 0.1 0.0 0.1 -0.21
O 4.239778 3.674392 5.033498 -0.1 0.0 -0.1 -0.19
C 3.668121 4.254802 6.190646 0.0 0.0 0.0 -0.11
H 0.460020 2.968356 5.133052 0.0 0.0 0.0 0.09
H 1.836166 3.569557 4.180352 0.0 0.0 0.0 0.08
H 0.793328 2.284866 3.527468 0.0 0.0 0.0 0.07
H 3.249052 1.735154 3.401437 0.0 0.0 0.0 0.12
H 3.530318 0.424234 4.555762 0.0 0.0 0.0 0.13
H 5.353285 2.028634 4.608103 0.0 0.0 0.0 0.13
H 4.523103 1.967702 6.170911 0.0 0.0 0.0 0.13
H 4.415094 4.360510 6.985043 0.0 0.0 0.0 0.09
H 2.831559 3.662494 6.568377 0.0 0.0 0.0 0.08
H 3.309715 5.245015 5.913494 0.0 0.0 0.0 0.09
C 2.324981 0.606604 -4.807189 0.1 0.0 0.1 -0.11
O 2.381114 1.978512 -4.450728 0.0 0.0 0.1 -0.21
C 1.478637 2.804173 -5.163163 0.0 0.0 -0.1 -0.21
C 0.194929 3.061513 -4.399933 -0.1 0.1 0.1 -0.21
O -0.549799 1.883951 -4.162783 0.1 -0.1 -0.1 -0.19
C -0.353587 1.317590 -2.880275 0.0 0.0 0.0 -0.11
H 2.783551 0.059857 -3.984429 0.0 -0.1 -0.1 0.06
H 1.298853 0.259323 -4.943398 0.0 0.1 0.0 0.09
H 2.894229 0.413164 -5.721920 0.0 0.0 0.0 0.09
H 1.248554 2.364066 -6.139775 0.0 0.0 0.0 0.13
H 1.976548 3.763162 -5.334892 0.0 0.0 0.0 0.12
H -0.430728 3.729127 -5.000108 0.0 0.0 0.0 0.13
H 0.420594 3.570836 -3.455456 0.0 0.0 0.0 0.13
H -0.907954 1.875578 -2.117443 0.0 0.0 0.0 0.09
H 0.703999 1.295745 -2.605277 0.0 0.0 0.0 0.07
H -0.736657 0.299032 -2.913847 0.0 0.0 0.0 0.09
C 7.156335 0.642945 -2.005051 0.0 0.1 0.1 -0.35
P 5.610545 0.009813 -2.757391 0.1 -0.1 -0.5 0.78
O 4.421944 0.719804 -1.838172 0.2 0.3 0.0 -0.42
H 7.001035 0.951617 -0.969748 0.0 -0.1 0.0 0.03
H 7.931562 -0.125480 -2.030195 0.0 0.0 -0.1 0.03
H 7.500096 1.501895 -2.582560 0.0 0.0 0.1 0.02
H 5.606968 -1.252492 -2.122985 -0.1 0.1 0.2 -0.06
H 4.169731 1.549158 -2.266878 -0.2 -0.1 0.0 0.04
```
Positions in Å, forces in eV/Å.

Results
2S+1: 1
Kohn-Sham gap in Ha: 0.35087
HOMO in eV: -8.923
Lowest unoccupied orbital energy in Ha: 0.02296
SMILES: COCCOC.COCCOC.COCCOC.COCCOC.COCCOC.CPO
Total charge: 0


Look up the 2S+1 of the third one.
1


The highest Kohn-Sham gap belongs to which entry?
C21H54N3O7PS2